# H3OPS2

H3OPS2 in the gas phase at a distorted geometry (ωB97M-V/def2-TZVPD, OMol25).

The geometry in XYZ format:
```
7
Properties=species:S:1:pos:R:3
O 0.09 1.39 0.32
P 0.20 0.02 -0.56
S 1.91 -0.87 -0.03
S -1.50 -1.18 -0.06
H 0.87 1.47 0.89
H -0.11 0.52 -1.86
H -1.47 -1.35 1.29
```

Calculated values
calculated total energy = -33056.290 eV
E_HOMO = -9.04 eV
M = 114.1 g mol⁻¹
E_LUMO = 0.27 eV